[1]
DFT (the ωB97M-V functional and the def2-TZVPD basis) results for C20H16BrNO2Re as an isolated structure.

```
41
Properties=species:S:1:pos:R:3:forces:R:3
Re -0.46704 0.53174 0.63615 2.8 2.1 1.8
C 3.90124 -0.19716 0.47592 0.0 0.0 -0.2
C 2.56958 0.05004 1.08411 0.8 0.2 1.0
O 1.59142 0.12115 0.30959 -2.0 0.0 -0.7
C 2.42038 0.15190 2.54334 -1.3 0.0 -0.4
C 3.51092 0.16120 3.38468 0.5 -0.2 1.0
C 3.36034 0.04447 4.78176 -0.1 0.0 -0.6
C 2.09324 -0.14744 5.34843 0.7 0.1 -0.1
C 0.98057 -0.15543 4.54840 -0.6 0.1 -1.3
C 1.11075 0.01992 3.13881 2.5 0.4 2.1
O 0.04934 -0.00875 2.40597 -3.0 0.2 -3.2
H 3.79941 -0.33853 -0.59619 0.0 0.0 0.0
H 4.37538 -1.07698 0.91522 -0.1 0.0 0.0
H 4.57006 0.65033 0.65807 -0.1 0.0 0.1
H 4.50633 0.25167 2.96836 0.0 0.0 0.1
H 4.23394 0.08605 5.42040 0.0 0.0 -0.1
H 1.98595 -0.27847 6.41733 0.0 0.0 0.0
H -0.01649 -0.25568 4.96002 0.0 -0.1 0.0
Br -5.82425 2.27474 -1.39440 0.3 -0.3 0.1
C -4.59359 0.98913 -0.79226 -0.2 0.3 -0.1
C -4.95575 -0.35395 -0.66557 0.1 0.0 0.0
C -4.01790 -1.26883 -0.20023 0.0 -0.1 0.1
C -2.75410 -0.82183 0.10734 -0.5 -0.4 -0.2
N -2.40174 0.48300 -0.01967 0.6 -0.3 0.2
C -3.30822 1.37593 -0.46097 -0.2 0.4 -0.1
H -5.95381 -0.68059 -0.92988 0.0 0.0 0.0
H -4.27109 -2.31398 -0.08744 0.0 0.0 0.0
H -2.00585 -1.53372 0.46928 0.1 0.1 0.0
H -2.99201 2.40518 -0.55752 0.0 0.0 0.0
C -0.18781 2.36086 0.36802 -0.6 -2.8 0.2
C -0.00537 3.69466 0.19581 0.0 0.5 0.2
C 0.77894 4.22358 -0.87824 0.0 -0.3 -0.1
C 0.91308 5.57864 -1.01107 0.1 0.1 -0.1
C 0.27594 6.44349 -0.11415 0.0 -0.2 0.1
C -0.48852 5.94650 0.94907 -0.1 0.2 0.1
C -0.63736 4.59822 1.11640 0.0 -0.3 0.1
H 1.24624 3.54367 -1.57861 0.0 0.0 0.0
H 1.50782 5.98974 -1.81563 0.0 0.0 0.0
H 0.36720 7.51372 -0.24989 0.0 0.0 0.0
H -0.96279 6.63638 1.63418 0.0 0.0 0.0
H -1.23309 4.18835 1.92199 0.0 0.1 0.0
```
Forces are in eV/Å.

Output
- Multiplicity: 1
- Total charge: +3
- LUMO level (alpha / beta): -13.002 / -12.992 eV

***

[2]
DFT (the ωB97M-V functional and the def2-TZVPD basis) results for C20H16ClF5O3PScTe as an isolated structure.

```
48
Properties=species:S:1:pos:R:3:forces:R:3
Sc 0.12540 0.18025 1.09925 0.1 0.2 0.7
O -1.85656 -0.31159 1.80309 0.1 0.0 0.0
C -1.28316 -1.20757 2.50610 0.0 0.0 0.2
O -0.11733 -1.01645 2.94331 0.0 0.0 -0.3
C -1.84069 -2.59039 2.51863 0.0 -0.1 -0.1
C -2.34756 -3.23576 3.63271 0.0 0.1 0.0
C -2.74958 -4.55808 3.52306 0.0 0.0 0.0
C -2.60943 -5.23392 2.31848 0.0 0.0 0.0
C -2.07468 -4.59090 1.21215 0.0 0.0 0.0
C -1.69933 -3.25377 1.29256 0.0 0.0 0.0
P -0.96027 -2.30435 -0.10115 0.0 -0.1 -0.1
C -2.39132 -1.93993 -1.16996 0.0 0.0 0.0
C -3.30946 -2.91507 -1.55652 0.0 0.0 0.0
C -4.38622 -2.57945 -2.35964 0.0 0.0 0.0
C -4.55481 -1.26768 -2.78716 0.0 0.0 0.0
C -3.64188 -0.29433 -2.41585 0.0 0.0 0.0
C -2.56287 -0.63190 -1.61057 0.0 0.0 0.0
C -0.01504 -3.56736 -1.00812 0.0 0.1 0.0
C 0.91949 -4.33065 -0.30800 0.0 0.0 0.0
C 1.72706 -5.23180 -0.98122 0.0 0.0 0.0
C 1.61843 -5.36910 -2.35934 0.0 0.0 0.0
C 0.70430 -4.59982 -3.06141 0.0 0.0 0.0
C -0.11030 -3.69859 -2.38954 0.0 0.0 0.0
H -2.42296 -2.71167 4.57633 0.0 0.0 0.0
H -3.15810 -5.06876 4.38500 0.0 0.0 0.0
H -2.90605 -6.27196 2.24369 0.0 0.0 0.0
H -1.92725 -5.14045 0.29048 0.0 0.0 0.0
H -3.18402 -3.93886 -1.22790 0.0 0.0 0.0
H -5.09736 -3.34079 -2.65266 0.0 0.0 0.0
H -5.39907 -1.00857 -3.41262 0.0 0.0 0.0
H -3.77038 0.72550 -2.75442 0.0 0.0 0.0
H -1.83585 0.12188 -1.33468 0.0 0.0 0.0
H 1.01405 -4.21714 0.76599 0.0 0.0 0.0
H 2.44833 -5.82390 -0.43327 0.0 0.0 0.0
H 2.25215 -6.07082 -2.88571 0.0 0.0 0.0
H 0.62390 -4.69591 -4.13632 0.0 0.0 0.0
H -0.82001 -3.09566 -2.94189 0.0 0.0 0.0
F 1.84460 -0.64006 -1.81098 -0.1 -0.1 0.0
Te 2.56054 0.85904 -0.98777 0.4 0.0 -0.5
F 2.65174 1.57764 -2.72362 -0.1 0.1 -0.1
F 4.22615 -0.00146 -1.27255 0.0 0.0 0.1
F 0.58418 1.82799 1.83792 -0.2 -0.2 0.0
F 2.01998 -0.42399 0.69342 -0.2 0.0 0.0
O 0.36423 1.17408 -0.80674 -0.2 -0.1 0.3
Cl 1.05570 3.72054 -1.00958 0.1 0.3 0.0
C -0.19514 2.45333 -0.85724 -0.1 -0.3 -0.1
H -0.84180 2.54485 -1.72783 0.1 0.0 -0.1
H -0.73995 2.68966 0.05615 0.0 0.0 0.0
```
Forces are in eV/Å.

Output
- Multiplicity: 1
- ΔE to the lowest compared entry with this formula, charge and spin: 0.0 kJ/mol
- LUMO level: 0.223 eV

***

[3]
DFT (the ωB97M-V functional and the def2-TZVPD basis) results for one molecule with the formula C20H16ClN.

```
38
Properties=species:S:1:pos:R:3:forces:R:3
Cl -5.75455 -0.52835 0.02986 -0.2 -0.1 -0.2
N -0.63301 -0.83190 -0.74393 -1.3 1.4 1.2
C -3.88266 0.72596 1.51209 0.6 0.0 -0.6
C 3.55124 -1.96442 -3.04902 -0.3 -0.4 0.6
C 2.29598 -2.56928 -3.01732 -0.9 0.8 1.3
C -4.13093 -0.09170 0.36402 3.7 -1.3 0.3
C -2.98489 -0.68242 -0.35509 -4.2 0.8 0.5
C -2.59135 1.22740 1.70056 -2.0 -0.1 0.6
C 2.22618 0.86403 0.61926 4.1 2.1 -0.6
C -0.14840 1.19868 1.20173 -0.1 -0.5 0.2
C 3.80916 -0.93418 -2.18605 1.9 0.4 -0.7
C 3.23109 0.47974 -0.28637 -1.7 2.0 3.1
C 1.30976 -1.93719 -2.22635 1.0 -1.6 -1.6
C -1.66785 -0.31836 0.03403 0.7 -0.3 -1.3
C -1.49336 0.69277 1.03506 2.0 0.6 -1.0
C 0.86786 0.58234 0.43683 -0.6 1.6 1.9
C 2.87450 -0.43987 -1.25813 2.2 -0.3 -2.0
C 0.58736 -0.31278 -0.56277 -3.5 -2.0 -0.1
C 1.59010 -0.86099 -1.37289 -0.4 -1.8 -1.3
C -3.24736 -1.55824 -1.59621 1.9 0.6 0.0
C 0.49052 1.93343 3.54800 2.0 1.7 2.1
C 0.17743 2.35843 2.19744 -1.4 -0.9 -3.4
H -4.68951 0.92673 2.23573 0.4 0.3 -0.8
H 4.35050 -2.37865 -3.62597 0.3 -0.1 -0.4
H 2.11457 -3.55218 -3.45799 -0.2 0.6 -0.2
H -2.48704 2.08329 2.36257 0.1 -0.5 0.2
H 2.57585 1.63258 1.35614 -0.7 -0.9 -0.5
H 4.84569 -0.52469 -2.29815 -1.0 -0.1 0.7
H 4.21590 0.95828 -0.22008 -0.3 -0.6 0.0
H 0.34354 -2.39168 -2.32038 -0.5 0.3 0.5
H -2.94034 -0.95482 -2.50983 -0.3 -0.9 1.0
H -4.19267 -2.05683 -1.77712 -0.5 0.7 0.5
H -2.53952 -2.38173 -1.45933 0.2 0.1 -0.6
H 1.53892 1.61496 3.59544 -0.3 -0.4 0.4
H 0.41059 2.85599 4.19249 0.2 -0.9 -0.3
H -0.18986 1.23300 3.95807 -0.5 -0.9 0.2
H -0.74446 2.90209 2.25331 -0.4 0.7 -0.2
H 0.91105 3.00059 1.69037 -0.1 -0.1 0.5
```
Forces are in eV/Å.

Output
- Multiplicity: 1
- ΔE to the lowest compared entry with this formula, charge and spin: 153.6 kJ/mol
- LUMO level: -0.725 eV

***

[4]
DFT (the ωB97M-V functional and the def2-TZVPD basis) results for one molecule with the formula C20H16ClN4OP.

```
43
Properties=species:S:1:pos:R:3:forces:R:3
O 0.16055 0.22232 -1.78862 0.3 -0.9 2.3
Cl -7.36817 2.78011 1.29330 0.1 0.1 -0.3
N -0.48526 -2.08134 2.52936 0.9 -0.8 -2.6
N 0.33355 -2.16028 1.52292 -0.2 1.0 2.4
C -2.33328 -0.40111 -0.00351 -0.3 -0.2 1.5
C -1.36945 -0.87825 0.84479 -1.8 0.3 -1.5
C 3.20577 2.96370 1.70708 -3.8 -2.3 -1.9
C 4.13420 -2.92525 -2.93875 0.8 -0.9 -1.6
C 3.83928 1.81190 1.22952 0.7 0.7 0.3
C 1.80363 3.04488 1.40611 0.9 -0.8 0.7
C 3.54550 -3.49682 -1.83664 -0.7 -2.9 1.8
C 3.69778 -1.68671 -3.41786 -0.1 -0.5 -0.9
C -4.84198 1.90253 1.70028 0.3 0.9 0.2
C -5.89745 1.06003 -0.28432 2.3 -1.0 2.4
C -3.65880 1.24710 1.45524 -0.3 -2.5 -1.2
C -4.83619 0.12797 -0.32610 1.9 0.9 0.9
C 3.19796 0.72292 0.55989 -0.7 2.3 0.0
C 1.04971 2.03696 0.78556 3.4 -0.8 -0.2
C 2.56049 -2.82036 -1.11024 -0.7 1.1 -0.1
C 2.65085 -1.04517 -2.77092 0.3 -1.0 1.1
C -5.94623 1.89279 0.83734 0.8 -0.6 0.5
C -3.63118 0.19097 0.48066 -0.6 2.2 -0.7
C 1.77863 0.90404 0.30568 1.6 -1.2 0.7
C 2.12052 -1.54813 -1.53833 0.6 -0.2 0.4
N -1.52137 -1.31366 2.14191 -0.5 1.2 -0.1
N -0.09203 -1.28924 0.52373 0.4 -0.4 -0.6
P 0.91699 -0.41737 -0.63805 -0.2 0.9 -3.0
H -2.09559 -0.39604 -1.05441 0.0 0.2 -0.1
H 3.55993 3.72591 2.35591 1.0 0.4 0.0
H 4.79580 -3.52645 -3.63685 -0.6 0.8 1.3
H 4.90413 1.94901 1.40322 0.2 -1.3 -0.2
H 1.36781 3.90424 1.83701 -1.1 0.8 0.1
H 3.68767 -4.62245 -1.45778 0.2 2.7 -1.3
H 4.06711 -1.38169 -4.44456 -0.6 0.0 1.5
H -4.69078 2.52201 2.56954 -1.1 0.6 0.1
H -6.63111 1.03869 -1.00719 -1.6 -0.1 -1.3
H -2.81292 1.48538 2.08388 0.2 -0.1 0.0
H -4.73113 -0.63193 -1.05542 -0.6 -0.4 -1.1
H 3.84786 -0.09464 0.16734 -1.1 0.6 0.4
H 0.01056 2.03240 0.63795 -1.2 0.5 -0.2
H 1.99417 -3.28745 -0.29261 0.7 0.1 -0.2
H 2.17635 -0.28037 -3.30349 -0.6 1.5 -0.1
H -2.46387 -1.28114 2.52744 0.8 -0.5 0.6
```
Forces are in eV/Å.

Output
- Multiplicity: 1
- ΔE to the lowest compared entry with this formula, charge and spin: 231.3 kJ/mol
- LUMO level: 0.237 eV

***

Number 1: strongest force on any atom 0.0852 hartree/bohr. Number 2: strongest force on any atom 0.0142 hartree/bohr. Number 3: strongest force on any atom 0.0916 hartree/bohr. Number 4: strongest force on any atom 0.0935 hartree/bohr.